Here is a structure of composition C15H20AuN3O15P2 from the Open Molecules 2025 dataset. Energies are from ωB97M-V/def2-TZVPD.

CARTESIAN COORDINATES (ANGSTROEM)
Au -0.542 -1.606 0.139
P -3.695 -1.529 -0.350
P -2.582 -1.364 2.496
O 4.476 -3.576 2.387
O 1.363 -1.819 1.129
O 5.389 2.576 2.728
O -2.275 -1.676 -0.941
O -0.201 0.620 1.498
O -1.994 -0.245 3.417
O -3.576 -2.131 3.452
O -4.727 -1.060 -1.286
O 6.625 0.817 2.823
O 1.032 2.275 0.636
O -1.555 -2.326 1.946
O 3.392 -3.523 0.527
O 0.501 -0.689 -1.627
O -4.106 -2.933 0.343
O -2.990 0.745 0.920
N 3.818 -3.029 1.539
N 5.583 1.392 2.613
N -1.169 0.503 -2.597
C 2.289 -1.031 1.394
C -4.965 -0.208 1.703
C 0.875 1.188 1.157
C 3.258 1.177 1.842
C -1.086 1.699 -1.748
C -3.563 -0.514 1.192
C 4.640 -0.832 2.120
C 2.163 0.423 1.451
C 3.596 -1.589 1.713
C 1.081 2.168 -3.073
C 4.440 0.559 2.181
C -0.054 -0.248 -2.646
C 0.935 1.234 -4.299
C -0.227 2.731 -2.481
C 0.666 -0.256 -3.963
H -0.623 1.418 -0.800
H -5.521 -1.121 1.906
H -1.529 0.720 -3.518
H 1.648 1.664 -2.284
H -0.812 3.176 -3.293
H -2.092 2.059 -1.538
H -4.911 0.394 2.609
H -2.017 0.711 0.879
H 1.589 -0.819 -3.844
H 1.694 3.018 -3.379
H -4.768 -3.383 -0.188
H -3.487 -3.084 3.365
H 0.009 3.538 -1.785
H 0.133 1.617 -4.935
H 0.066 -0.740 -4.734
H -1.320 0.288 2.931
H -5.481 0.356 0.927
H 1.844 1.284 -4.899
H 3.169 2.253 1.872
H 5.594 -1.272 2.374

Computed properties:
Expectation value of S²: 2.05
LUMO (spin up / spin down) (hartree): -0.0466 / -0.1524
Largest force on an atom (eV/A): 0.6
Kohn-Sham gap (spin up / spin down) (eV): 8.12 / 5.68
Energy above the lowest of the compared OMol25 structures with the same formula, charge and spin (kcal/mol): 16.53
Spin multiplicity: 3
Electronic energy (Eh): -2694.827226

Here are the Mulliken charges for atoms 1 to 2, given in e: atom 1 (Au): 1.185, atom 2 (P): 0.883